162
Properties=species:S:1:pos:R:3 method="wB97M-V/def2-TZVPD" e_above_lowest_ev=0.000 e_lumo_ev=0.4760 homo_lumo_gap_ev=9.60 max_force_ha_per_bohr=0.091 spin_multiplicity=1
H -2.68 -2.71 5.37
H 2.67 3.08 3.87
O -1.39 -4.06 -1.32
H 0.12 3.95 -0.02
H -1.35 1.09 4.17
C 2.81 4.09 -7.23
C 1.86 0.30 -0.95
H 0.83 -4.84 -5.51
H 0.00 0.18 -4.08
O -2.74 -0.01 3.02
O 0.24 -5.19 2.28
H -5.92 -4.25 5.97
C -3.40 -3.84 -0.14
C 6.38 2.20 -2.00
H 4.00 2.79 -6.00
H 3.30 -0.24 -7.22
H 2.81 4.24 -2.46
H -3.40 -2.87 0.33
O 5.19 2.94 -4.36
H 1.47 -2.65 0.26
C 4.65 3.30 -3.35
C 2.47 1.69 -6.91
H 3.50 0.04 5.00
H -0.44 2.83 -2.80
H 5.35 -0.47 1.39
H -3.73 -2.72 -1.93
H -5.50 -4.38 7.72
H 0.63 -1.13 0.80
N 2.34 3.14 1.84
C -0.70 0.72 -3.45
C -4.46 1.54 -0.01
C -0.77 2.25 -3.69
H -2.94 0.30 -0.98
H 0.97 3.45 3.44
H -3.53 3.62 1.14
C -4.74 0.64 4.16
H 1.70 4.18 -7.28
H -4.89 4.22 -1.48
H -5.82 3.07 -2.50
H -0.14 -2.23 2.71
C 2.49 0.94 -2.16
H -6.29 3.23 -0.87
H -5.46 0.22 4.87
O 1.38 1.70 -7.52
C -4.55 -2.63 6.52
H -2.92 -4.46 7.79
H 0.71 -1.81 -6.82
C 3.00 0.37 -6.35
H -4.78 -2.06 7.42
H -4.97 -1.95 5.71
C 5.25 0.09 3.61
H -0.13 2.66 -4.51
H 3.25 -4.76 3.54
H 3.24 4.86 -6.46
C -5.40 3.27 -1.52
H -3.09 5.08 2.11
H 6.66 2.20 -0.94
C 0.46 -2.95 -4.98
N 5.14 2.97 -2.15
H 2.36 -5.01 -3.30
H 3.69 5.03 -3.74
H -4.47 -4.33 -2.08
C -1.97 -4.39 -0.01
H -2.93 0.41 0.85
O 0.37 -2.16 -4.02
C 1.15 -4.63 2.89
H 3.88 0.52 -5.70
H -2.70 3.28 -3.35
C -4.09 -0.42 3.28
H -1.83 1.96 0.97
H -0.24 2.15 1.59
C -3.51 1.37 4.81
H 2.10 2.62 1.04
H 4.55 5.70 2.11
C -3.65 -3.77 -1.67
H 4.52 3.08 -1.32
H -3.98 1.76 -1.97
C 2.55 -5.20 2.86
H 0.07 -3.37 -7.03
C -2.72 4.28 1.41
C 1.32 -4.80 -3.47
C 3.32 4.11 -3.36
H -3.96 -1.46 3.63
H -2.15 -0.07 -4.94
H -4.17 -4.54 0.31
H 5.51 1.13 3.35
H -1.35 5.63 0.36
H -2.47 2.81 -4.97
C -2.32 0.52 4.23
C 3.78 -0.23 3.98
N -4.52 2.14 -1.24
O 3.77 -1.64 3.85
N 3.18 2.81 -6.65
C -2.99 -2.89 6.41
C -2.91 -4.38 6.73
H 0.73 -5.70 -3.43
C -5.15 -4.08 6.69
H -2.48 -0.53 -3.36
H -0.94 -2.08 -6.42
H 4.87 -3.00 2.76
H -2.44 4.94 -0.84
H -3.38 2.38 4.44
C 3.77 5.05 2.48
C 0.09 -2.56 -6.34
C -0.89 3.57 0.01
H 1.59 1.82 3.25
H 5.83 -0.17 4.50
O 1.77 0.88 0.11
H 3.04 0.14 -2.64
C -2.35 -4.32 -2.30
H -2.09 -4.81 6.21
H 2.45 -6.25 3.09
H 3.20 1.69 -1.74
C 5.51 -0.87 2.38
H -0.38 -2.12 4.42
C -3.55 0.36 -0.04
O -2.95 1.30 -3.64
H 1.82 -3.15 4.00
H -2.16 -0.25 4.98
O 3.69 4.13 0.24
N 1.12 -4.16 -4.83
C 4.45 -1.98 2.64
O -1.77 3.54 2.15
H 3.02 -5.08 1.91
H -3.56 1.37 5.91
H -1.96 -5.48 0.12
H -0.22 -2.17 -0.29
C 0.82 -1.81 -0.02
O -4.10 -4.92 6.21
C -1.04 2.68 1.19
H 3.24 4.26 -8.17
H -5.31 1.27 3.48
H -2.44 -2.24 7.08
H -1.02 3.13 -1.01
H -4.22 -0.49 0.01
H -1.37 -3.99 0.80
C 3.24 4.12 1.40
H 6.51 -1.31 2.43
C -2.07 0.27 -3.90
N 0.96 -3.60 3.74
C -2.27 2.49 -3.98
H 7.13 2.63 -2.62
C -1.92 4.74 0.14
N 1.54 -1.01 -1.11
H -0.52 0.45 -2.41
H 1.57 -1.38 -2.06
H -1.97 -3.89 -3.25
O -5.04 2.01 0.97
H 2.23 -0.11 -5.72
H -2.29 -5.36 -2.56
H 0.96 -4.22 -2.60
C -0.27 -2.80 3.65
C 1.83 2.86 3.16
H 3.01 0.22 3.29
H -4.57 -0.53 2.30
H -1.08 -3.45 3.49
H 2.74 3.61 -4.13
H 4.29 4.44 3.18
H 1.79 1.49 -2.79
H 3.06 5.63 3.02
H 6.21 1.15 -2.33
H 3.75 -2.03 1.77